[1]
{"formula": "CH2N4O2", "method": "the ωB97M-V functional and the def2-TZVPD basis", "symbols": ["O", "N", "C", "H", "O", "H", "N", "N", "N"], "coordinates": [[1.58, 1.52, 2.40], [-0.26, -0.16, -0.14], [-1.06, -0.06, 0.96], [-2.11, -0.16, 0.93], [1.93, 0.51, -0.48], [2.50, 1.46, 2.08], [-0.50, 0.54, 1.94], [0.74, 0.73, 1.52], [0.88, 0.48, 0.05]], "energy_ev": -11118.5248, "homo_lumo_gap_ev": 9.82, "charge": 0}

[2]
{"formula": "CH2N4O2", "method": "the ωB97M-V functional and the def2-TZVPD basis", "symbols": ["N", "O", "N", "H", "H", "N", "N", "C", "O"], "coordinates": [[0.80, -0.83, 1.42], [-0.87, 1.22, 0.37], [-0.97, -1.71, -0.23], [-0.31, 1.71, 1.05], [1.07, 0.55, -1.83], [0.19, -1.79, 1.38], [-0.71, -0.68, -0.72], [-0.07, 0.43, -0.33], [0.87, 1.10, -1.10]], "energy_ev": -11121.5207, "homo_lumo_gap_ev": [8.01, 8.01], "charge": 0}

[3]
{"formula": "CH2N4S", "method": "the ωB97M-V functional and the def2-TZVPD basis", "symbols": ["N", "N", "N", "C", "H", "N", "S", "H"], "coordinates": [[-1.69, -0.78, -0.03], [-0.40, -1.21, -0.01], [-1.78, 0.49, -0.01], [0.33, -0.10, -0.01], [-0.26, 1.96, 0.02], [-0.52, 0.97, -0.02], [2.09, 0.01, -0.03], [2.24, -1.33, 0.09]], "energy_ev": -17863.5030, "homo_lumo_gap_ev": 10.26, "charge": 0}

[4]
{"formula": "CH2N4S2", "method": "the ωB97M-V functional and the def2-TZVPD basis", "symbols": ["H", "H", "N", "S", "N", "N", "C", "S", "N"], "coordinates": [[-0.47, 1.99, 2.28], [2.31, -1.11, 0.09], [-1.33, 0.86, -0.32], [1.45, -1.89, -0.53], [-1.56, 0.07, -1.43], [0.25, -0.84, -0.75], [-0.44, 0.59, 0.48], [0.43, 1.08, 1.80], [-0.64, -0.75, -1.61]], "energy_ev": -28692.4723, "multiplicity": 3, "s_squared": 2.03, "homo_lumo_gap_ev": [6.27, 7.02], "charge": 0}

[5]
{"formula": "CH2NO2", "method": "the ωB97M-V functional and the def2-TZVPD basis", "symbols": ["N", "O", "C", "O", "H", "H"], "coordinates": [[-0.92, -0.20, 0.48], [-1.67, -0.83, -0.26], [0.55, 0.08, 0.02], [0.06, 1.35, -0.17], [0.87, -0.45, -0.99], [1.10, 0.04, 0.92]], "energy_ev": -6651.3425, "homo_lumo_gap_ev": 7.59, "charge": -1}

[6]
{"formula": "CH2NO2P", "method": "the ωB97M-V functional and the def2-TZVPD basis", "symbols": ["O", "P", "O", "N", "H", "H", "C"], "coordinates": [[0.02, 0.61, -1.74], [-1.37, 0.31, -1.93], [1.81, 0.34, 2.27], [0.28, -0.60, 0.76], [-2.12, 0.23, -0.66], [0.27, -0.86, -0.15], [1.11, -0.03, 1.45]], "energy_ev": -15941.8948, "homo_lumo_gap_ev": 8.62, "charge": 0}

[7]
{"formula": "CH2NO2S", "method": "the ωB97M-V functional and the def2-TZVPD basis", "symbols": ["H", "O", "S", "O", "N", "C", "H"], "coordinates": [[1.21, 0.94, 1.05], [2.16, 1.15, -0.52], [-1.98, 0.66, 0.18], [-1.57, -1.87, -0.40], [1.53, 0.34, 0.19], [-1.23, -0.74, -0.20], [-0.12, -0.48, -0.30]], "energy_ev": -17487.7888, "homo_lumo_gap_ev": [6.19, 6.20], "charge": -1}

[8]
{"formula": "CH2NO3P", "method": "the ωB97M-V functional and the def2-TZVPD basis", "symbols": ["O", "O", "O", "N", "C", "P", "H", "H"], "coordinates": [[-0.98, -1.91, -1.66], [1.43, -2.00, -2.31], [1.04, -0.04, 0.81], [-0.03, 1.65, 1.85], [-0.02, 0.66, 1.00], [0.25, -1.11, -1.98], [-0.85, 0.40, 0.46], [-0.83, 2.35, 1.83]], "energy_ev": -17990.7635, "homo_lumo_gap_ev": 7.57, "charge": -2}

[9]
{"formula": "CH2NO3P", "method": "the ωB97M-V functional and the def2-TZVPD basis", "symbols": ["N", "C", "H", "O", "O", "P", "H", "O"], "coordinates": [[-0.20, 0.72, 0.21], [0.81, 0.68, -0.46], [-0.33, 0.49, 1.24], [-0.42, 1.42, -2.57], [1.40, -0.30, -2.96], [1.04, 1.04, -2.36], [1.99, 0.28, 0.44], [2.13, 2.13, -2.30]], "energy_ev": -17989.4280, "homo_lumo_gap_ev": 6.89, "charge": -2}

[10]
{"formula": "CH2NO3P", "method": "the ωB97M-V functional and the def2-TZVPD basis", "symbols": ["C", "H", "O", "O", "P", "N", "H", "O"], "coordinates": [[0.68, 0.23, -0.11], [1.08, -0.35, -0.96], [-1.88, 0.87, 0.89], [-1.59, 0.38, -1.58], [-1.12, 0.16, -0.17], [1.42, 0.63, 0.87], [2.40, 0.32, 0.76], [-0.98, -2.22, 0.30]], "energy_ev": -17986.2012, "multiplicity": 3, "s_squared": 2.02, "homo_lumo_gap_ev": [4.10, 7.34], "charge": -2}

[11]
{"formula": "CH2NO3P", "method": "the ωB97M-V functional and the def2-TZVPD basis", "symbols": ["C", "O", "O", "P", "N", "H", "H", "O"], "coordinates": [[-2.56, -0.02, -0.12], [-3.37, 0.71, 0.24], [0.93, 0.79, 0.09], [0.79, -0.44, -0.98], [-1.67, -0.61, -0.71], [-1.19, -1.59, -0.60], [0.46, 1.57, 0.18], [1.01, -1.65, -0.22]], "energy_ev": -17991.1204, "homo_lumo_gap_ev": 10.35, "charge": 0}

[12]
{"formula": "CH2NO3PS", "method": "the ωB97M-V functional and the def2-TZVPD basis", "symbols": ["S", "N", "O", "P", "O", "H", "H", "C", "O"], "coordinates": [[-1.87, 0.96, 0.17], [-2.87, -1.73, 0.15], [-0.40, 0.89, -0.45], [0.78, 0.25, 0.54], [1.08, -1.18, -0.14], [1.49, -1.40, -0.98], [2.26, 1.75, 0.62], [-2.45, -0.67, 0.15], [1.98, 1.14, -0.06]], "energy_ev": -28826.3109, "homo_lumo_gap_ev": 9.94, "charge": 0}

[13]
{"formula": "CH2NO3S", "method": "the ωB97M-V functional and the def2-TZVPD basis", "symbols": ["O", "O", "N", "O", "H", "C", "H", "S"], "coordinates": [[1.86, 1.80, 0.96], [1.79, -0.61, 0.80], [-1.67, 0.34, -1.14], [-0.54, 0.73, -0.27], [-0.48, -1.35, -0.71], [-1.05, -0.59, -0.28], [-1.63, -0.95, 0.53], [1.73, 0.64, 0.10]], "energy_ev": -19534.0606, "homo_lumo_gap_ev": [5.60, 5.59], "charge": -1}

[14]
{"formula": "CH2NO3S", "method": "the ωB97M-V functional and the def2-TZVPD basis", "symbols": ["N", "O", "S", "H", "O", "O", "H", "C"], "coordinates": [[0.07, -0.15, -0.63], [0.87, -0.01, 2.53], [0.51, 1.10, 1.66], [0.60, 0.41, -1.27], [1.62, 1.78, 1.05], [-1.54, -0.75, -2.05], [-1.20, -1.55, -0.29], [-0.92, -0.84, -1.01]], "energy_ev": -19537.9234, "homo_lumo_gap_ev": 7.51, "charge": -1}

[15]
{"formula": "CH2NO4P", "method": "the ωB97M-V functional and the def2-TZVPD basis", "symbols": ["O", "N", "C", "P", "O", "O", "O", "H", "H"], "coordinates": [[-2.26, 1.07, 1.24], [0.12, -0.24, -0.27], [-0.87, -1.20, -0.07], [-2.50, 0.10, 0.02], [-3.83, -0.59, 0.21], [-0.71, -2.45, -0.08], [-2.34, 0.81, -1.31], [-0.18, 0.74, 0.01], [1.07, -0.55, -0.11]], "energy_ev": -20039.3373, "homo_lumo_gap_ev": 6.18, "charge": -2}

[16]
{"formula": "CH2NO4S", "method": "the ωB97M-V functional and the def2-TZVPD basis", "symbols": ["O", "C", "N", "H", "O", "H", "S", "O", "O"], "coordinates": [[2.46, 0.08, -0.54], [-0.15, 0.37, 0.64], [-1.01, -0.71, 0.49], [0.56, 0.51, 1.40], [-2.23, -0.60, 0.24], [-0.99, 1.89, 0.56], [1.10, -0.28, -0.96], [-0.41, -1.85, 0.30], [0.67, 0.58, -2.14]], "energy_ev": -21579.7134, "homo_lumo_gap_ev": 8.14, "charge": -1}

[17]
{"formula": "CH2NO4S", "method": "the ωB97M-V functional and the def2-TZVPD basis", "symbols": ["O", "H", "N", "O", "C", "O", "H", "O", "S"], "coordinates": [[0.28, -2.05, 1.59], [0.32, 0.58, -1.20], [-0.82, 0.56, 0.66], [-0.38, -1.89, -0.75], [-0.43, 1.23, -0.51], [1.66, -0.81, 0.01], [-1.11, 2.07, -0.89], [0.15, 1.60, 0.73], [0.33, -1.29, 0.36]], "energy_ev": -21582.9174, "homo_lumo_gap_ev": 8.82, "charge": -1}

[18]
{"formula": "CH2NO4S", "method": "the ωB97M-V functional and the def2-TZVPD basis", "symbols": ["C", "O", "H", "O", "H", "N", "O", "O", "S"], "coordinates": [[-0.91, -1.08, -0.26], [-1.04, 1.54, 0.84], [1.07, 0.22, 1.46], [0.01, 1.32, -1.42], [1.68, -0.07, -0.23], [1.23, 0.61, 0.47], [-2.01, -1.45, -0.27], [0.29, -1.81, -0.42], [-0.32, 0.72, -0.19]], "energy_ev": -21580.9385, "multiplicity": 3, "s_squared": 2.01, "homo_lumo_gap_ev": [4.46, 6.93], "charge": -1}

[19]
{"formula": "CH2NOP", "method": "the ωB97M-V functional and the def2-TZVPD basis", "symbols": ["H", "O", "P", "C", "H", "N"], "coordinates": [[-1.74, 0.45, -1.01], [0.33, -0.26, -0.25], [-1.03, 0.59, 0.25], [1.56, -0.16, 0.09], [-1.82, -0.50, 0.64], [2.71, -0.11, 0.28]], "energy_ev": -13894.0833, "homo_lumo_gap_ev": 10.83, "charge": 0}

[20]
{"formula": "CH2NP", "method": "the ωB97M-V functional and the def2-TZVPD basis", "symbols": ["H", "P", "N", "C", "H"], "coordinates": [[-0.70, -0.19, -1.00], [-0.79, 0.70, 0.02], [1.95, -0.40, -0.04], [0.90, 0.02, 0.15], [-1.36, -0.13, 0.87]], "energy_ev": -11841.1061, "multiplicity": 3, "s_squared": 2.01, "homo_lumo_gap_ev": [6.23, 7.69], "charge": 0}